Below is a gas-phase ion, C9H18N3 (charge +1) in a non-equilibrium geometry, with properties calculated with ωB97M-V with the def2-TZVPD basis set.

Frontier orbital gap in eV: 10.74
HOMO energy in Eh: -0.520
E in eV: -14088.49641
Spin multiplicity: 1
SMILES string: CCCCCCCn1cn[nH+]c1
Relative energy (zero: lowest compared OMol25 entry of this formula, charge and spin) in kcal/mol: 0.0
F_max in hartree/bohr: 0.0209
Charge: +1

Geometry as XYZ:
```
30
Properties=species:S:1:pos:R:3:forces:R:3
C -2.77964 0.30402 2.41234 0.25 0.33 -0.39
C -2.48565 0.94425 1.05882 0.37 -0.66 -0.32
C -1.37145 0.19683 0.31671 0.09 0.15 0.34
C -0.00265 0.29231 1.00868 0.29 0.47 -0.90
C 0.95840 1.30804 0.33171 0.18 -0.38 0.55
C 2.37997 0.79816 0.11706 -0.15 0.16 -0.40
C 2.60111 -0.15484 -1.07842 0.28 0.40 0.71
N 1.43530 -0.93491 -1.48954 0.00 -0.16 -0.03
C 1.10107 -2.18477 -1.04335 -0.02 -0.16 0.13
N 0.02459 -2.61917 -1.59769 -0.71 0.13 -0.64
N -0.34109 -1.60689 -2.43894 -0.11 -0.96 0.47
C 0.49368 -0.60783 -2.36584 0.20 0.52 -0.06
H -3.77847 0.54275 2.74148 -0.23 0.07 0.29
H -2.05729 0.64134 3.14379 0.00 0.13 0.36
H -2.67021 -0.77139 2.35522 -0.18 -0.34 -0.06
H -2.18362 1.98312 1.14877 -0.09 0.27 0.17
H -3.34876 0.91897 0.40228 -0.35 0.06 0.06
H -1.32326 0.62816 -0.68231 0.17 -0.03 -0.25
H -1.64414 -0.84937 0.20988 -0.24 -0.22 -0.02
H 0.50502 -0.66689 1.05203 -0.09 -0.29 0.05
H -0.13273 0.60497 2.03280 -0.07 -0.03 0.38
H 0.57518 1.69371 -0.61006 -0.26 0.04 -0.15
H 1.05036 2.15667 0.99609 -0.02 0.40 -0.03
H 3.00128 1.66171 -0.08720 0.28 0.16 -0.04
H 2.78899 0.36063 1.01635 -0.10 -0.25 0.33
H 2.97978 0.40502 -1.92168 -0.18 -0.03 -0.40
H 3.35800 -0.87475 -0.80623 0.25 -0.25 -0.13
H 1.62655 -2.77481 -0.32000 0.40 0.13 0.18
H -1.17877 -1.70490 -2.99198 -0.03 0.08 -0.07
H 0.41846 0.30985 -2.91078 0.08 0.25 -0.15
```
Forces are in eV/Å.

Below is 2 unconnected molecules or ions with the total composition C9H18N3, with properties calculated with ωB97M-V with the def2-TZVPD basis set.

Frontier orbital gap in eV: 9.62
HOMO energy in Eh: -0.470
E in eV: -14086.97273
Spin multiplicity: 1
Relative energy (zero: lowest compared OMol25 entry of this formula, charge and spin) in kcal/mol: 35.1
F_max in hartree/bohr: 0.0156
Charge: +1

Geometry as XYZ:
```
30
Properties=species:S:1:pos:R:3:forces:R:3
C 0.15047 -2.55360 0.39689 0.07 -0.20 -0.38
C -3.07571 -0.31693 -0.11648 0.40 0.37 0.19
C -2.87123 0.68629 0.51240 -0.28 -0.37 -0.25
C 0.97894 -0.30308 0.05779 -0.21 0.32 -0.12
C -3.26356 -1.52363 -0.89389 -0.12 -0.21 -0.13
C -2.72501 1.91913 1.25675 0.04 0.24 0.15
C 3.17148 -1.22964 0.41594 0.12 -0.44 0.15
C 2.93008 1.18785 0.19136 0.13 0.40 -0.05
C 0.28974 1.69715 -1.27738 0.08 0.37 -0.23
N 0.45933 -1.37985 0.69328 -0.10 0.13 0.78
N 2.29540 -0.11560 0.09162 -0.28 -0.15 -0.20
N 0.08281 0.56903 -0.39544 -0.08 -0.38 0.07
H -0.28498 -3.17030 1.17328 -0.09 -0.10 0.06
H 0.30121 -3.00463 -0.58524 0.04 0.07 -0.08
H -2.70447 -1.46738 -1.82874 -0.04 -0.08 -0.03
H -4.31936 -1.63997 -1.13185 -0.01 -0.13 -0.07
H -2.93606 -2.39750 -0.33022 -0.06 -0.07 -0.06
H -3.63964 2.11781 1.81249 0.02 0.09 0.07
H -2.54947 2.75058 0.57411 0.01 0.09 0.08
H -1.89712 1.84900 1.96143 0.00 0.10 0.06
H 4.17280 -0.98934 0.06573 -0.04 -0.01 -0.02
H 3.20544 -1.40700 1.49619 0.01 0.05 -0.09
H 2.84411 -2.14031 -0.08250 0.09 0.08 0.02
H 3.58800 1.18303 1.06255 -0.06 -0.01 -0.03
H 3.53321 1.39645 -0.69402 -0.05 0.03 0.04
H 2.19648 1.97365 0.33234 0.00 0.00 -0.01
H 0.25558 2.64348 -0.73294 0.08 -0.05 -0.04
H -0.51898 1.70500 -2.00951 0.09 -0.03 0.04
H 1.23531 1.61302 -1.80776 -0.04 0.00 -0.01
H -0.90481 0.34730 -0.20816 0.31 -0.11 0.09
```
Forces are in eV/Å.

Below is a gas-phase ion, C9H18N3S (charge +1) in a non-equilibrium geometry, with properties calculated with ωB97M-V with the def2-TZVPD basis set.

Frontier orbital gap (alpha / beta) in eV: 6.69 / 6.08
HOMO energy (alpha / beta) in Eh: -0.326 / -0.427
<S²>: 2.02
E in eV: -24916.93921
Spin multiplicity: 3
Relative energy (zero: lowest compared OMol25 entry of this formula, charge and spin) in kcal/mol: 1.2
F_max in hartree/bohr: 0.0720
Charge: +1

Geometry as XYZ:
```
31
Properties=species:S:1:pos:R:3:forces:R:3
C 1.90810 2.37430 0.16428 0.71 0.16 0.10
C 2.98558 1.54573 0.23147 0.02 0.88 0.03
C 1.18986 0.31340 0.00298 0.69 1.10 -0.27
C 0.38802 -2.80739 0.54015 0.99 -3.32 1.32
C 0.09482 -1.50802 -1.81809 -0.59 -0.63 0.23
C 3.31101 -0.93300 0.12894 0.30 -0.70 0.02
C -2.56700 -0.11091 0.18687 -0.11 0.32 0.03
C -2.74141 1.40215 0.33074 -0.31 -0.16 0.05
C -1.40336 -0.68834 0.97633 0.11 -1.06 -0.87
N 0.80355 1.58349 0.02760 0.36 -0.22 0.19
N 2.51654 0.26580 0.12580 -0.58 0.52 0.05
N -1.76813 2.13908 -0.48554 -0.26 0.03 -0.09
S -0.06843 -1.41689 -0.16787 -2.13 2.85 -0.56
H 1.84727 3.44179 0.20852 0.08 0.22 0.00
H 4.02712 1.76880 0.33958 0.19 0.06 0.03
H 0.16154 -2.97354 1.57082 -0.02 -0.04 0.37
H 1.05502 -3.45013 0.00406 0.00 -0.32 -0.20
H -0.41614 -2.34769 -2.25625 -0.13 -0.30 -0.31
H -0.02252 -0.56673 -2.32388 0.29 0.36 -0.08
H 3.15255 -1.49446 1.05087 0.06 0.06 -0.02
H 3.02989 -1.56192 -0.71630 0.06 0.08 0.00
H 4.36387 -0.67357 0.04881 -0.05 0.02 -0.01
H -3.49164 -0.58884 0.51163 0.04 -0.03 -0.08
H -2.43977 -0.35449 -0.87378 -0.16 -0.01 -0.06
H -2.59684 1.69745 1.37360 -0.07 -0.02 -0.05
H -3.76953 1.66281 0.05287 0.12 -0.01 0.07
H -1.70589 -1.53762 1.58167 -0.08 0.00 0.15
H -0.89387 0.04897 1.58923 0.27 0.06 0.04
H -1.94504 3.13489 -0.40071 0.00 0.02 -0.12
H -1.89683 1.89182 -1.46374 -0.04 0.16 0.02
H -0.20722 1.88286 -0.12305 0.24 -0.08 0.03
```
Forces are in eV/Å.

Below is 2 unconnected molecules or ions with the total composition C9H18N5 in a non-equilibrium geometry, with properties calculated with ωB97M-V with the def2-TZVPD basis set.

Frontier orbital gap in eV: 9.14
HOMO energy in Eh: -0.431
E in eV: -17065.86467
Spin multiplicity: 1
Relative energy (zero: lowest compared OMol25 entry of this formula, charge and spin) in kcal/mol: 65.2
F_max in hartree/bohr: 0.1275
Charge: +1

Geometry as XYZ:
```
32
Properties=species:S:1:pos:R:3:forces:R:3
C 0.85502 -1.01386 2.88906 -0.88 2.19 -0.73
C 1.54819 -2.02241 3.41395 0.34 0.33 0.40
C 0.71952 -1.25973 1.46097 1.94 -1.78 1.96
C 1.42438 -2.47579 1.23588 -0.85 -0.12 -2.61
C 0.09444 -0.50100 0.56179 -2.43 1.64 -2.82
C 2.39578 -4.17215 2.71887 1.93 -2.84 -1.11
C -1.53589 4.05249 -1.00337 0.36 2.05 -2.47
C -2.62404 1.38988 -2.45189 0.63 0.91 0.57
C -0.31015 2.33841 -2.67869 1.92 0.51 -1.97
N -0.56448 0.08110 -0.21902 2.19 -2.93 3.08
N 1.92638 -2.91447 2.40077 -1.62 2.75 -0.08
N 1.50640 -3.16629 0.03224 2.97 -3.01 5.00
N -1.56598 2.65322 -0.71066 0.58 0.59 0.89
N -1.28785 1.82427 -1.80269 -2.65 -2.34 0.15
H 0.50318 -0.01947 3.23870 0.39 -1.30 0.49
H 1.91126 -2.19561 4.41354 -0.11 0.04 -0.02
H 3.42323 -4.29930 2.22732 -1.51 -0.47 0.42
H 2.58931 -4.27041 3.77855 -0.21 0.11 0.16
H 1.61377 -4.91326 2.41396 1.08 0.09 0.19
H -2.06577 4.60020 -0.29342 -0.61 0.70 1.73
H -0.64642 4.72739 -1.33739 -0.42 -1.88 1.10
H -2.15389 4.23596 -1.87731 -0.46 -0.32 -0.29
H -2.51831 0.51136 -3.08819 0.29 -0.22 0.43
H -3.39878 1.28888 -1.65852 0.88 -0.21 -0.53
H -2.96846 2.16021 -3.12919 -0.07 0.50 -0.12
H -0.03824 1.52551 -3.47499 -0.17 1.44 1.61
H -0.79618 3.18600 -3.28028 1.30 -0.76 0.78
H 0.62045 2.67577 -1.99859 -1.97 -0.68 -2.02
H -0.97341 2.42795 0.09172 0.00 -0.16 -0.44
H 1.19777 -3.00969 -0.84326 -1.69 1.72 -2.89
H 2.02213 -4.08220 0.04213 -0.75 1.51 0.28
H -0.90334 0.63704 -1.07201 -0.41 1.93 -1.18
```
Forces are in eV/Å.

> What is the formula in the third record?

C9H18N3S

> F_max of number 4 (C9H18N5)?

0.1275 hartree/bohr

Repeat the second record exactly.
Below is 2 unconnected molecules or ions with the total composition C9H18N3, with properties calculated with ωB97M-V with the def2-TZVPD basis set.

Frontier orbital gap in eV: 9.62
HOMO energy in Eh: -0.470
E in eV: -14086.97273
Spin multiplicity: 1
Relative energy (zero: lowest compared OMol25 entry of this formula, charge and spin) in kcal/mol: 35.1
F_max in hartree/bohr: 0.0156
Charge: +1

Geometry as XYZ:
```
30
Properties=species:S:1:pos:R:3:forces:R:3
C 0.15047 -2.55360 0.39689 0.07 -0.20 -0.38
C -3.07571 -0.31693 -0.11648 0.40 0.37 0.19
C -2.87123 0.68629 0.51240 -0.28 -0.37 -0.25
C 0.97894 -0.30308 0.05779 -0.21 0.32 -0.12
C -3.26356 -1.52363 -0.89389 -0.12 -0.21 -0.13
C -2.72501 1.91913 1.25675 0.04 0.24 0.15
C 3.17148 -1.22964 0.41594 0.12 -0.44 0.15
C 2.93008 1.18785 0.19136 0.13 0.40 -0.05
C 0.28974 1.69715 -1.27738 0.08 0.37 -0.23
N 0.45933 -1.37985 0.69328 -0.10 0.13 0.78
N 2.29540 -0.11560 0.09162 -0.28 -0.15 -0.20
N 0.08281 0.56903 -0.39544 -0.08 -0.38 0.07
H -0.28498 -3.17030 1.17328 -0.09 -0.10 0.06
H 0.30121 -3.00463 -0.58524 0.04 0.07 -0.08
H -2.70447 -1.46738 -1.82874 -0.04 -0.08 -0.03
H -4.31936 -1.63997 -1.13185 -0.01 -0.13 -0.07
H -2.93606 -2.39750 -0.33022 -0.06 -0.07 -0.06
H -3.63964 2.11781 1.81249 0.02 0.09 0.07
H -2.54947 2.75058 0.57411 0.01 0.09 0.08
H -1.89712 1.84900 1.96143 0.00 0.10 0.06
H 4.17280 -0.98934 0.06573 -0.04 -0.01 -0.02
H 3.20544 -1.40700 1.49619 0.01 0.05 -0.09
H 2.84411 -2.14031 -0.08250 0.09 0.08 0.02
H 3.58800 1.18303 1.06255 -0.06 -0.01 -0.03
H 3.53321 1.39645 -0.69402 -0.05 0.03 0.04
H 2.19648 1.97365 0.33234 0.00 0.00 -0.01
H 0.25558 2.64348 -0.73294 0.08 -0.05 -0.04
H -0.51898 1.70500 -2.00951 0.09 -0.03 0.04
H 1.23531 1.61302 -1.80776 -0.04 0.00 -0.01
H -0.90481 0.34730 -0.20816 0.31 -0.11 0.09
```
Forces are in eV/Å.